No. 1
ORCA calculation (ωB97M-V/def2-TZVPD) on a molecular structure, CH4BrNO.

```
8
Properties=species:S:1:pos:R:3:forces:R:3
C -0.652479 -0.282192 0.100235 4.145 1.054 -5.044
N 1.447742 0.341038 -0.538657 4.646 0.856 1.830
O 0.614898 0.223702 0.570297 -0.132 0.713 -0.379
Br 1.338379 2.135415 -1.387434 -0.341 -0.204 0.235
H -0.399101 -1.086445 -0.579634 0.208 -0.385 -0.409
H -1.219445 0.361309 -0.533534 -0.441 1.196 0.221
H -1.118257 -0.753927 0.795470 -3.098 -2.104 5.074
H 2.696991 0.576613 -0.031783 -4.987 -1.125 -1.529
```
Forces are in eV/Å.

As for the energy above the lowest of the compared OMol25 structures with the same formula, charge and spin: 55.5 kcal/mol. Its molar mass is 125.953 Da. As for the multiplicity: 1. The calculation puts the total energy at -2744.340701 Eh. As for the net charge: 0. The value obtained for the LUMO energy is -0.060 eV.

No. 2
ORCA calculation (ωB97M-V/def2-TZVPD) on a gas-phase ion, C2H5N3 (charge +2).

```
10
Properties=species:S:1:pos:R:3:forces:R:3
C 2.059720 -0.137172 0.000574 5.257 -1.796 -0.828
C 0.775665 0.125120 0.139969 -4.977 0.250 -0.732
N -0.399402 0.266622 0.095976 4.696 -1.899 -0.633
N -1.545771 0.701484 0.274751 -4.356 1.228 1.226
N -2.546785 0.023197 -0.016648 2.672 -1.764 -1.857
H 2.569370 -0.982674 -0.632140 -1.837 0.892 0.749
H 2.595448 0.744851 -0.335590 0.029 0.996 -0.324
H 2.563672 -0.247027 0.967616 -0.133 -0.095 0.754
H -2.624570 -0.844990 -0.600531 1.138 0.000 0.520
H -3.447350 0.350589 0.106025 -2.489 2.188 1.124
```
Forces are in eV/Å.

As for the energy above the lowest of the compared OMol25 structures with the same formula, charge and spin: 81.5 kcal/mol. Its molar mass is 71.083 Da. As for the multiplicity: 1. The calculation puts the total energy at -242.562405 Eh. Its structure (SMILES) is CC#[N+]N=[NH2+]. As for the net charge: +2. The value obtained for the LUMO energy is -13.321 eV.

Record order is preserved below.
HOMO-LUMO gap: 9.592; 9.440 eV